[1]
Here is a cluster of 8 separate species, CH18O8 in total in a non-equilibrium geometry from the Open Molecules 2025 dataset. Energies are from ωB97M-V/def2-TZVPD.

Calculated values
LUMO = -2.41 eV
Frontier orbital gap = 3.18 eV
Relative energy (zero: lowest compared OMol25 entry of this formula, charge and spin) = 704.3 kJ/mol
Strongest force on any atom = 2.56 eV/Å
Net charge = 0
DFT total energy = -650.5285 a.u.

Structure (XYZ):
```
27
CH18O8 ωB97M-V/def2-TZVPD
O -9.93010 25.42906 2.12303
H -9.56261 26.18341 1.65666
H -9.27371 24.82646 2.48026
H -10.46358 24.94644 1.48735
C -13.82117 22.84162 -1.73863
O -12.77942 22.75634 -0.77048
H -14.13310 23.84527 -2.02759
H -13.34629 22.67811 -2.70602
H -14.75326 22.30247 -1.56944
O -10.18793 19.75110 -6.45991
H -9.84745 19.46934 -7.30898
H -10.64690 20.57037 -6.64528
O -17.32438 24.11044 -6.58475
H -17.00925 23.68568 -7.38256
H -17.22784 23.44441 -5.90409
O -10.50394 18.49981 -2.51980
H -10.31952 18.49048 -3.45902
H -10.99707 19.30823 -2.38009
O -16.62621 23.96773 2.78494
H -16.53452 24.21891 3.70404
H -15.73177 23.78907 2.49460
O -12.48822 20.00212 3.06541
H -12.62951 20.55510 3.83385
H -12.32279 20.61934 2.35274
O -8.50776 22.97834 -2.88428
H -8.49356 22.38171 -3.63265
H -9.41558 22.96166 -2.58126
```

=====

[2]
Here is a structure of composition CH26F3LiO20PSZr in a non-equilibrium geometry from the Open Molecules 2025 dataset. Energies are from ωB97M-V/def2-TZVPD.

Calculated values
LUMO = -4.30 eV
Frontier orbital gap = 8.56 eV
Relative energy (zero: lowest compared OMol25 entry of this formula, charge and spin) = 0.0 kJ/mol
Strongest force on any atom = 4.81 eV/Å
Net charge = +1
DFT total energy = -2652.4070 a.u.

Structure (XYZ):
```
54
CH26F3LiO20PSZr ωB97M-V/def2-TZVPD
Li -1.37788 -1.87261 -2.42368
Zr -0.95451 1.37405 1.11898
C 1.64194 4.95314 -0.20862
F 1.22184 4.47651 -1.37015
F 2.76735 5.62289 -0.35655
F 0.69935 5.76358 0.28407
S 1.96269 3.55027 0.94132
O 0.63892 2.84607 1.01745
O 2.98924 2.74825 0.34799
O 2.31447 4.14151 2.20005
P -0.21685 -0.73462 -0.19052
O -0.07315 -1.93664 -1.02156
O 0.78211 0.39287 0.23041
O -0.96909 -0.72281 1.18448
O -1.18044 0.39854 -0.79309
O -3.07611 -2.57320 1.11076
H -2.25719 -2.04885 1.04506
H -3.38974 -2.44254 2.01130
O 1.59503 1.23466 -2.38660
H 1.61640 0.83940 -1.49681
H 1.27442 0.52954 -2.96113
O 0.55937 1.07907 2.88026
H 0.57628 0.28409 3.44087
H 1.48610 1.34991 2.77069
O -0.65390 -3.16875 -3.72123
H 0.19814 -3.41281 -4.10637
H -1.30603 -3.73288 -4.15728
O -0.19526 -4.59354 -0.02606
H -1.11905 -4.56493 0.25174
H -0.02184 -3.72693 -0.42074
O -1.82205 -0.10837 -3.37315
H -1.69391 0.49163 -2.61618
H -1.72712 0.42667 -4.16856
O -1.51449 2.89825 -0.47073
H -2.05565 3.69101 -0.59602
H -1.22317 2.61673 -1.35708
O 3.11440 -0.55146 1.23982
H 3.57379 0.23907 1.55500
H 2.34134 -0.16551 0.76962
O 3.03979 -3.06374 -0.04417
H 2.16510 -3.25642 -0.40738
H 3.01022 -2.13612 0.26516
O -1.95038 0.61759 3.09344
H -2.57345 0.92571 3.76664
H -1.60655 -0.25313 3.42171
O -0.70532 -1.90782 3.43726
H -0.68722 -1.65121 2.48519
H 0.02985 -2.51802 3.57645
O 1.83004 -1.73636 -3.05364
H 2.55663 -2.32995 -2.82130
H 1.08110 -2.00750 -2.50057
O -3.18700 1.18968 0.87788
H -3.70036 1.60874 0.17141
H -3.82820 0.92730 1.55415
```

=====

[3]
Here is a cluster of 14 separate species, CH27O16 in total in a non-equilibrium geometry from the Open Molecules 2025 dataset. Energies are from ωB97M-V/def2-TZVPD.

Calculated values
LUMO = 1.49 eV
Frontier orbital gap = 5.60 eV
Relative energy (zero: lowest compared OMol25 entry of this formula, charge and spin) = 281.3 kJ/mol
Strongest force on any atom = 9.32 eV/Å
Net charge = -1
DFT total energy = -1258.1808 a.u.

Structure (XYZ):
```
44
CH27O16 ωB97M-V/def2-TZVPD
O 0.22745 0.29857 0.62670
H 0.78145 0.71357 -0.08730
H -0.53255 -0.25443 0.23370
H -0.15655 1.09757 1.02170
C -2.32455 -1.04743 -0.23430
O -3.64855 -1.29943 -0.58230
O -2.00455 -1.23843 0.94070
O -1.50255 -0.69843 -1.18330
O -0.52155 -3.32443 1.41170
H -0.35655 -3.14543 2.34170
H -1.21555 -2.70043 1.19170
O -0.92255 -3.13343 -1.56530
H -1.41455 -2.37443 -1.22630
H -0.28155 -3.41743 -0.89130
O -1.74655 2.22957 0.33170
H -2.49355 2.40457 0.83770
H -2.16555 2.00857 -0.49230
O 1.76345 -1.05643 2.85370
H 1.80745 -1.22643 3.77970
H 0.80545 -0.88743 2.74870
O -2.92555 1.41357 -2.02730
H -3.85355 1.21357 -1.89030
H -2.46555 0.60057 -1.75430
O 2.99945 2.46157 -0.27630
H 3.87945 2.11557 -0.33430
H 3.02345 3.41257 -0.11330
O 3.57945 -0.27943 0.30570
H 3.18645 -0.91643 -0.26630
H 4.32345 0.18157 -0.12330
O 1.09345 2.69357 1.99370
H 1.96145 2.45957 1.84170
H 1.17745 3.55257 2.37670
O -0.94555 -0.68843 3.15070
H -1.65155 -0.32643 3.69070
H -1.44355 -0.91643 2.35470
O 1.56845 -1.45543 -1.73330
H 1.24745 -0.56743 -1.89130
H 0.87745 -2.10243 -1.94730
O 1.08645 1.41257 -1.77230
H 0.59945 2.10857 -2.22130
H 1.79745 1.92857 -1.34530
O -0.87255 -0.66943 -3.61530
H -1.33055 0.16257 -3.80330
H -1.01055 -0.74343 -2.65630
```

=====

[4]
Here is a cluster of 14 separate species, CH27O16 in total in a non-equilibrium geometry from the Open Molecules 2025 dataset. Energies are from ωB97M-V/def2-TZVPD.

Calculated values
LUMO = 2.30 eV
Frontier orbital gap = 8.30 eV
Relative energy (zero: lowest compared OMol25 entry of this formula, charge and spin) = 117.6 kJ/mol
Strongest force on any atom = 6.35 eV/Å
Net charge = -1
DFT total energy = -1258.2431 a.u.

Structure (XYZ):
```
44
CH27O16 ωB97M-V/def2-TZVPD
C 9.15300 -15.57700 -4.10100
O 9.22000 -15.77400 -2.93100
O 10.21100 -15.95500 -4.83200
O 8.07100 -15.31100 -4.74300
H 10.83200 -16.35400 -4.22300
O 9.94800 -14.67500 -0.72200
H 9.81000 -14.98200 -1.66500
H 9.62100 -15.30900 -0.09300
O 10.44900 -12.94400 -4.35300
H 11.39800 -12.80800 -4.48400
H 10.18500 -13.84100 -4.39500
O 12.94300 -14.56000 -4.67100
H 13.89200 -14.51100 -4.58900
H 12.55900 -14.69100 -3.76400
O 12.28000 -18.04600 -6.40100
H 11.87600 -17.36400 -5.93100
H 11.52700 -18.52100 -6.74000
O 6.83400 -17.61900 -3.61000
H 6.00100 -18.09700 -3.62500
H 6.72400 -16.75700 -3.97400
O 8.02300 -17.37100 -6.70500
H 8.41200 -16.82400 -6.01700
H 8.51600 -18.23000 -6.76600
O 11.99200 -17.50300 -3.47100
H 11.37200 -18.17600 -3.79400
H 11.84900 -17.48100 -2.56700
O 8.94300 -14.31000 -7.07900
H 8.59700 -14.50600 -6.21200
H 9.90600 -14.46700 -7.14100
O 11.49300 -14.87100 -7.06700
H 12.16600 -14.56400 -7.72000
H 11.79200 -14.68900 -6.17000
O 6.99100 -15.10600 -1.89800
H 7.76200 -15.44800 -2.45800
H 6.37500 -15.81300 -2.09600
O 6.09500 -13.79200 -4.45600
H 6.78500 -14.47700 -4.37700
H 5.81700 -13.54400 -3.54200
O 12.28700 -14.81000 -2.11000
H 12.89800 -14.17000 -1.75300
H 11.49400 -14.70400 -1.57200
O 9.44700 -18.66000 -2.13400
H 10.06100 -18.17600 -1.52700
H 8.97100 -17.97000 -2.54800
```

=====

[5]
Here is a structure of composition CH2AgFO2 in a non-equilibrium geometry from the Open Molecules 2025 dataset. Energies are from ωB97M-V/def2-TZVPD.

Calculated values
LUMO = -11.83 eV
Frontier orbital gap = 10.35 eV
Relative energy (zero: lowest compared OMol25 entry of this formula, charge and spin) = 0.0 kJ/mol
Strongest force on any atom = 5.96 eV/Å
Net charge = +2
DFT total energy = -435.6100 a.u.

Structure (XYZ):
```
7
CH2AgFO2 ωB97M-V/def2-TZVPD
H -0.66346 -1.13738 -0.33246
F 1.63351 -0.12582 -1.03186
O 0.05657 -0.32882 0.43533
C 1.26828 -0.08547 0.14658
H 1.92415 0.30091 0.93960
O -0.92799 0.07147 -0.47951
Ag -3.29105 1.30511 0.32231
```

=====

[6]
Here is a structure of composition CH2BClO3PPbS in a non-equilibrium geometry from the Open Molecules 2025 dataset. Energies are from ωB97M-V/def2-TZVPD.

Calculated values
LUMO = -7.88 eV
Frontier orbital gap = 3.65 eV
Strongest force on any atom = 3.38 eV/Å
Net charge = +1
DFT total energy = -1682.0669 a.u.

Structure (XYZ):
```
11
CH2BClO3PPbS ωB97M-V/def2-TZVPD
O 0.57998 -0.39132 1.82266
C 0.45634 -1.18994 0.86617
O 0.77608 -2.34490 0.88033
B -0.19981 -0.53164 -0.40775
S -1.98641 -0.80776 -0.65602
P 0.87202 0.60461 -1.61059
O 1.14460 1.89878 -0.63580
Cl 2.68196 -0.27857 -1.91240
H -2.37875 0.17189 0.26021
H 0.59999 2.64357 -0.91280
Pb -2.54600 0.22528 2.30600
```

=====

[7]
Here is a structure of composition CH2Br2CrF5N2O6Te from the Open Molecules 2025 dataset. Energies are from ωB97M-V/def2-TZVPD.

Calculated values
LUMO (spin up / spin down) = -1.69 / -1.37 eV
Frontier orbital gap (spin up / spin down) = 8.47 / 8.87 eV
Relative energy (zero: lowest compared OMol25 entry of this formula, charge and spin) = 92.6 kJ/mol
2S+1 = 4
Strongest force on any atom = 0.88 eV/Å
Net charge = 0
DFT total energy = -7559.9377 a.u.
<S²> = 3.778

Structure (XYZ):
```
20
CH2Br2CrF5N2O6Te ωB97M-V/def2-TZVPD
Cr -0.24473 -0.33661 -0.08001
Br 2.46272 -0.12626 0.28437
C 2.17631 0.03342 2.20022
Br 0.30236 0.25239 2.60938
H 2.70935 0.91224 2.53756
H 2.52778 -0.87778 2.66502
O -4.06455 -0.00445 -0.04471
N -2.93611 0.28115 -0.20013
O -2.06587 -0.63775 0.24871
F -0.80834 3.10347 -2.71012
Te -1.65935 2.47682 -1.17752
F -3.31059 3.05656 -1.74806
F -2.42822 2.57941 0.53709
F -1.04406 4.13594 -0.59975
F -1.99760 1.06037 -2.37310
O -0.26697 1.48619 -0.47750
O -0.07100 -1.50116 -1.59918
N -0.00368 -2.57495 -0.86394
O 0.05625 -3.66212 -1.30785
O -0.01300 -2.28899 0.38683
```

=====

[8]
Here is a structure of composition CH2Br3CaF2O3PRb in a non-equilibrium geometry from the Open Molecules 2025 dataset. Energies are from ωB97M-V/def2-TZVPD.

Calculated values
LUMO = -3.98 eV
Frontier orbital gap = 9.38 eV
Strongest force on any atom = 2.93 eV/Å
Net charge = +1
DFT total energy = -9229.9037 a.u.

Structure (XYZ):
```
14
CH2Br3CaF2O3PRb ωB97M-V/def2-TZVPD
Rb 32.58113 3.89624 -8.01197
Ca 30.12023 2.96658 -4.80754
O 31.43997 4.52548 -5.59374
H 31.48266 5.50140 -5.57617
O 29.22944 1.87855 -6.52427
P 30.33921 1.26040 -7.35900
O 30.83669 1.68418 -8.71803
F 30.45790 -0.32878 -7.22523
F 31.54019 1.74687 -6.34027
C 28.91848 -1.42106 -4.33975
Br 28.41642 -2.92557 -3.07928
Br 30.82915 -0.82550 -4.15116
Br 27.72888 0.16402 -4.17752
H 28.86832 -1.75323 -5.37670
```

=====

[9]
Here is a cluster of 2 separate species, CH2BrClNO2 in total in a non-equilibrium geometry from the Open Molecules 2025 dataset. Energies are from ωB97M-V/def2-TZVPD.

Calculated values
LUMO (spin up / spin down) = 2.82 / 2.83 eV
Frontier orbital gap (spin up / spin down) = 6.59 / 6.60 eV
Relative energy (zero: lowest compared OMol25 entry of this formula, charge and spin) = 153.2 kJ/mol
Strongest force on any atom = 3.44 eV/Å
Net charge = -1
DFT total energy = -3278.6576 a.u.

Structure (XYZ):
```
8
CH2BrClNO2 ωB97M-V/def2-TZVPD
C -0.23967 -0.48895 0.52264
N 1.88557 0.55204 -1.70475
O 1.72534 0.81696 -0.53106
O -0.19774 -1.70955 0.25676
Cl -0.39879 0.07367 2.32684
Br 0.96570 1.69765 -3.05045
H -0.87556 0.03417 -0.16485
H 0.68787 0.11472 0.13803
```

=====

[10]
Here is a cluster of 2 separate species, CH2BrI in total in a non-equilibrium geometry from the Open Molecules 2025 dataset. Energies are from ωB97M-V/def2-TZVPD.

Calculated values
LUMO (spin up / spin down) = -0.83 / -2.91 eV
Frontier orbital gap (spin up / spin down) = 9.06 / 5.90 eV
Relative energy (zero: lowest compared OMol25 entry of this formula, charge and spin) = 183.0 kJ/mol
Strongest force on any atom = 1.05 eV/Å
Net charge = 0
DFT total energy = -2910.9171 a.u.

Structure (XYZ):
```
5
CH2BrI ωB97M-V/def2-TZVPD
C -0.62233 0.04832 -0.04684
Br -0.82007 -1.75399 0.04043
I 2.77684 0.57042 0.01263
H -0.25082 0.54235 0.83726
H -1.08361 0.59289 -0.84349
```